1.
{"formula": "BrHIP", "method": "ωB97M-V/def2-TZVPD", "elements": ["P", "Br", "I", "H"], "xyz": [[-0.77547, 0.02883, 0.86214], [-0.77722, 1.81250, -0.38792], [2.53459, -1.01770, -0.22894], [-0.98190, -0.82363, -0.24529]], "lowdin_charge": [0.2289, 0.0751, -0.0691, -0.2349], "charge": 0, "homo_energy_ev": [-9.91, -9.09], "orbital_gap_ev": [7.87, 6.05], "lumo_ev": [-2.03, -3.04], "relative_energy_kj_mol": 169.8, "e_tot_ha": -3213.6133}

2.
{"formula": "C43H20ClF15GeN2O5PtS2", "method": "ωB97M-V/def2-TZVPD", "elements": ["Pt", "O", "C", "O", "C", "C", "Cl", "N", "N", "C", "C", "O", "O", "C", "C", "C", "C", "C", "C", "H", "H", "H", "H", "H", "H", "O", "S", "C", "C", "C", "C", "C", "C", "C", "C", "C", "C", "C", "C", "C", "C", "H", "H", "H", "H", "H", "H", "H", "H", "H", "H", "H", "H", "H", "H", "F", "C", "C", "C", "F", "C", "F", "C", "F", "C", "F", "Ge", "S", "C", "C", "F", "C", "F", "C", "F", "C", "F", "C", "F", "C", "C", "F", "C", "F", "C", "F", "C", "F", "C", "F"], "xyz": [[-0.58174, -0.66873, -1.65555], [-5.19696, -3.82107, -0.55560], [-4.12681, -4.57249, -0.41074], [-4.16889, -5.70905, -0.01445], [-2.81721, -3.93587, -0.78068], [-1.57779, -4.55995, -0.75561], [-1.22144, -6.11202, -0.18802], [-0.63084, -3.70391, -1.22295], [-1.23915, -2.52304, -1.49117], [-2.54186, -2.66091, -1.27269], [-3.43772, -1.48342, -1.61262], [-4.65298, -1.61747, -1.43437], [-2.83083, -0.48238, -2.08384], [0.74996, -3.93436, -1.59909], [1.65608, -2.88844, -1.55284], [2.96324, -3.07705, -1.96734], [3.38368, -4.31606, -2.42604], [2.47652, -5.36177, -2.46170], [1.16159, -5.17861, -2.05869], [-4.97859, -2.89706, -0.89841], [1.36862, -1.92994, -1.14443], [3.65496, -2.24636, -1.91374], [4.40319, -4.46275, -2.75723], [2.78150, -6.33867, -2.81309], [0.47825, -6.00592, -2.12768], [0.29068, 0.99502, -2.43599], [0.90295, 2.36502, -2.11654], [-0.04151, 3.53841, -3.11643], [-0.17089, 3.00782, -4.52159], [-1.43718, 2.80468, -5.05219], [-1.58593, 2.31669, -6.34367], [-0.46709, 2.02084, -7.10682], [0.80341, 2.21635, -6.57813], [0.95015, 2.70882, -5.29243], [0.39456, 2.78136, -0.41354], [-0.89523, 3.52652, -0.23862], [-2.11891, 2.94386, -0.57118], [-3.29723, 3.65348, -0.40603], [-3.26694, 4.95026, 0.09494], [-2.05407, 5.53531, 0.42493], [-0.87260, 4.82595, 0.25314], [0.53595, 4.46628, -3.07237], [-1.01242, 3.69482, -2.65633], [-2.31284, 3.01945, -4.45044], [-2.57765, 2.16350, -6.74901], [-0.58211, 1.63195, -8.10992], [1.67951, 1.98615, -7.17031], [1.94444, 2.86107, -4.88555], [1.24000, 3.33276, 0.00178], [0.35442, 1.78683, 0.03943], [-2.15491, 1.92988, -0.95459], [-4.24009, 3.18841, -0.66417], [-4.18834, 5.50151, 0.23005], [-2.02511, 6.54354, 0.81826], [0.07440, 5.28342, 0.51907], [2.64233, -0.23267, 0.10023], [2.95649, 0.69123, 1.02342], [2.15097, 0.85199, 2.13732], [2.55516, 1.80917, 3.05527], [1.86561, 2.03073, 4.17498], [3.69494, 2.57282, 2.86842], [4.06477, 3.48001, 3.76998], [4.46136, 2.38967, 1.73324], [5.55620, 3.11946, 1.54405], [4.09252, 1.44180, 0.79690], [4.83010, 1.26556, -0.30101], [0.59630, -0.34651, 2.35515], [-0.85623, -0.35746, 0.72946], [-0.60614, 0.35923, 3.74414], [-1.28980, -0.44676, 4.63746], [-0.97951, -1.74508, 4.76724], [-2.32192, 0.02952, 5.42610], [-2.94800, -0.76797, 6.28995], [-2.70871, 1.34997, 5.30699], [-3.70803, 1.82047, 6.04718], [-2.05676, 2.18520, 4.41820], [-2.43417, 3.45926, 4.30734], [-1.02488, 1.67770, 3.65695], [-0.42554, 2.51619, 2.80027], [1.43396, -1.96060, 3.09265], [1.41476, -3.20690, 2.50452], [0.84770, -3.37139, 1.30541], [1.95227, -4.32696, 3.11080], [1.92360, -5.51380, 2.50566], [2.52788, -4.20349, 4.36037], [3.04916, -5.26854, 4.95915], [2.56715, -2.96970, 4.98648], [3.12516, -2.85527, 6.19022], [2.02514, -1.87571, 4.34329], [2.08197, -0.69380, 4.97506]], "lowdin_charge": [0.9127, 0.1300, -0.5073, 0.0761, -0.0300, -0.5509, 0.8673, -0.0153, -0.0944, -0.1235, -0.5642, 0.0770, -0.0941, -0.1783, -0.0541, -0.0588, -0.0722, -0.0650, -0.0353, 0.0162, 0.0389, 0.1095, 0.1073, 0.1101, 0.0783, -0.6849, 1.0432, -0.2552, -0.2872, -0.0281, -0.0664, -0.0797, -0.0730, -0.0565, -0.2854, -0.3016, -0.0523, -0.0539, -0.0740, -0.0704, -0.0435, 0.1164, 0.0826, 0.1199, 0.1078, 0.1042, 0.1057, 0.1119, 0.0966, 0.0035, 0.0894, 0.1138, 0.1053, 0.1060, 0.1159, 0.0669, -0.2373, -0.1254, -0.2184, 0.1115, -0.1352, 0.1351, -0.1307, 0.1412, -0.1428, 0.1259, 0.7245, 0.3536, -0.1599, -0.2081, 0.1038, -0.1351, 0.1329, -0.1256, 0.1410, -0.1331, 0.1289, -0.2367, 0.0905, -0.1218, -0.2120, 0.0852, -0.1333, 0.1286, -0.1257, 0.1434, -0.1358, 0.1336, -0.2244, 0.1041], "charge": 0, "homo_energy_ev": [-8.41, -8.48], "orbital_gap_ev": [6.67, 6.70], "lumo_ev": [-1.74, -1.78], "relative_energy_kj_mol": 82.0, "e_tot_ha": -7087.0451}

3.
{"formula": "C21H23N3O3S", "method": "ωB97M-V/def2-TZVPD", "elements": ["C", "O", "C", "C", "C", "C", "C", "C", "N", "C", "O", "C", "C", "S", "C", "N", "C", "C", "C", "C", "C", "C", "C", "N", "C", "O", "C", "C", "H", "H", "H", "H", "H", "H", "H", "H", "H", "H", "H", "H", "H", "H", "H", "H", "H", "H", "H", "H", "H", "H", "H"], "xyz": [[1.31210, 1.51457, 3.28424], [1.36005, 1.48149, 1.87847], [0.21432, 1.73988, 1.18659], [-0.99619, 2.10690, 1.76251], [-2.09923, 2.34048, 0.96178], [-2.02964, 2.21243, -0.41669], [-3.25957, 2.39815, -1.26283], [-4.22100, 1.21571, -1.06650], [-3.55146, -0.04400, -1.29703], [-3.19536, -0.86196, -0.28451], [-3.55782, -0.71164, 0.86075], [-2.33876, -2.04676, -0.72959], [-1.60869, -2.65296, 0.46572], [-0.24450, -1.58338, 1.01510], [0.98017, -2.82468, 0.60566], [2.22714, -2.74318, 0.66744], [2.86876, -1.52365, 1.05620], [3.25615, -0.65266, -0.11572], [2.94338, -0.98697, -1.42437], [3.28617, -0.14102, -2.46639], [3.94443, 1.04816, -2.21057], [4.26532, 1.38543, -0.90532], [3.92490, 0.54053, 0.13381], [0.34188, -3.97151, 0.19167], [-1.01485, -3.99850, 0.09496], [-1.65419, -4.95041, -0.27513], [-0.81444, 1.84601, -0.98344], [0.29733, 1.61976, -0.20006], [2.31189, 1.24385, 3.62175], [0.58912, 0.79232, 3.67692], [1.06692, 2.51465, 3.65656], [-1.09765, 2.20730, 2.83118], [-3.03322, 2.62096, 1.42579], [-2.97891, 2.46823, -2.31623], [-3.78022, 3.31637, -0.98559], [-4.57819, 1.18629, -0.03562], [-5.07637, 1.30266, -1.74372], [-3.14420, -0.18171, -2.20859], [-1.62082, -1.73177, -1.48999], [-2.99496, -2.81106, -1.15709], [-2.31781, -2.75310, 1.29278], [3.77119, -1.80050, 1.61046], [2.21660, -0.92696, 1.71226], [2.43349, -1.91642, -1.63060], [3.03558, -0.41364, -3.48166], [4.20719, 1.70982, -3.02289], [4.77917, 2.31262, -0.69788], [4.16691, 0.81026, 1.15078], [0.89839, -4.78291, -0.04145], [-0.73171, 1.74060, -2.05682], [1.24121, 1.33593, -0.63710]], "lowdin_charge": [-0.0874, -0.1207, -0.3128, -0.0137, -0.0315, -0.2524, -0.1332, -0.1681, 0.0641, -0.5037, 0.0697, -0.1066, -0.4474, 1.0937, -0.6067, 0.0385, -0.1975, -0.2165, -0.0447, -0.0886, -0.1000, -0.0860, -0.0574, 0.1295, -0.4919, 0.0979, -0.0347, -0.0137, 0.0923, 0.0958, 0.0964, 0.1054, 0.1214, 0.1103, 0.1170, 0.1176, 0.1191, 0.1445, 0.1246, 0.1357, 0.1254, 0.1260, 0.0853, 0.1042, 0.1001, 0.0988, 0.1026, 0.1137, 0.1697, 0.1135, 0.1028], "charge": 0, "homo_energy_ev": -8.32, "orbital_gap_ev": 8.92, "lumo_ev": 0.60, "relative_energy_kj_mol": 27.9, "smiles": "COc1ccc(CCNC(=O)C[C@@H]2S/C(=N\\Cc3ccccc3)NC2=O)cc1", "e_tot_ha": -1602.2619}

> Which formula does entry 1 have?

BrHIP